Record 1
Below is a structure of composition C33H34ClMoN8O4P, with properties calculated with ωB97M-V/def2-TZVPD.

For the frontier orbital gap (spin up / spin down), the calculation gives 6.7 / 6.8 eV. As for the spin multiplicity: 3. Its highest occupied orbital energy (spin up / spin down) is -0.4826 / -0.4877 Ha. For the calculated total energy, the calculation gives -2886.286393 hartree. As for the net charge: +2. The value obtained for the energy above the lowest of the compared OMol25 structures with the same formula, charge and spin is 57.0 kJ/mol. The expectation value of S² is 2.014.

Last column: Mulliken spin population.
Atoms and positions in Å:
Mo  -0.26736  -0.58443  -0.09610  1.829
N  -0.08878  1.05042  -1.58590  -0.058
C  0.58044  0.56403  -2.81807  -0.024
C  0.07700  -0.83871  -3.07221  0.024
O  0.29096  -1.43714  -4.09891  0.041
N  -0.61137  -1.32530  -1.98690  0.058
C  -1.09911  -2.69139  -2.08714  -0.007
C  -1.18920  -3.22664  -0.67998  0.010
O  -1.13627  -4.37719  -0.36752  0.007
O  -1.29151  -2.21986  0.22483  -0.010
H  0.32572  1.92670  -1.26562  0.006
H  -1.04859  1.29042  -1.82694  0.015
H  0.37552  1.20372  -3.67456  -0.002
H  1.65790  0.54021  -2.65428  0.004
H  -2.08928  -2.73424  -2.54941  0.005
H  -0.44037  -3.31846  -2.68754  0.005
Cl  2.20518  0.77430  0.43487  -0.007
C  2.53419  2.23555  1.39805  0.024
C  3.86941  2.45426  1.68244  0.002
C  4.20787  3.58647  2.40839  0.001
C  3.21887  4.46507  2.83217  0.000
C  1.89038  4.21380  2.52843  -0.001
C  1.51555  3.08651  1.79592  0.006
P  -0.21179  2.73396  1.33173  -0.001
C  -0.45384  3.74357  -0.16964  -0.019
C  -1.74403  3.80157  -0.71037  0.008
C  -1.97561  4.43139  -1.92239  0.002
C  -0.91619  4.99262  -2.62878  0.001
C  0.36661  4.93254  -2.10842  0.000
C  0.59873  4.31650  -0.88099  -0.004
C  -1.15840  3.57108  2.63902  0.005
C  -1.16797  2.93592  3.88254  0.010
C  -1.84461  3.49293  4.95621  -0.001
C  -2.54077  4.68508  4.78988  0.003
C  -2.53931  5.31973  3.55648  -0.001
C  -1.84528  4.77030  2.48412  0.003
H  4.62657  1.75934  1.34622  0.000
H  5.24679  3.77744  2.64061  0.000
H  3.48462  5.34887  3.39617  0.000
H  1.12217  4.89791  2.86803  0.000
H  -2.57603  3.36098  -0.16853  0.003
H  -2.98194  4.49171  -2.31676  0.000
H  -1.09484  5.48324  -3.57635  0.000
H  1.19180  5.37753  -2.64880  0.000
H  1.60510  4.29772  -0.48052  0.000
H  -0.60083  2.02005  4.02064  -0.001
H  -1.82189  3.00923  5.92482  0.000
H  -3.07295  5.12303  5.62372  0.000
H  -3.06949  6.25415  3.42788  0.000
H  -1.83900  5.28792  1.53130  0.000
N  -3.91816  0.37942  1.65389  0.008
C  -4.39415  0.71465  0.40638  -0.004
C  -3.33200  0.62456  -0.43822  0.023
N  -2.22136  0.25508  0.28240  -0.036
C  -2.61525  0.09806  1.53685  -0.001
C  -1.63003  -0.35676  2.50429  0.036
N  -0.39353  -0.54999  2.07280  -0.040
C  0.34462  -0.98243  3.14906  0.023
C  -0.46723  -1.04040  4.23816  -0.003
N  -1.71549  -0.64091  3.80761  0.007
H  -4.47389  0.34035  2.49369  0.000
H  -5.42125  0.98288  0.23393  0.000
H  -3.31120  0.78450  -1.50274  0.004
H  1.39420  -1.20513  3.06906  0.002
H  -0.27450  -1.32213  5.25795  0.001
H  -2.53955  -0.59555  4.38615  -0.001
N  1.39415  -1.89722  -0.16878  -0.039
C  1.81098  -2.97533  -0.31588  0.075
N  2.24692  -4.16878  -0.48878  0.008
C  2.07112  -5.23401  0.53057  0.002
C  3.39285  -5.96438  0.67134  0.001
O  3.84686  -6.43035  -0.58271  0.000
C  4.09761  -5.37194  -1.48437  0.001
C  2.81658  -4.61959  -1.78470  0.002
H  1.28372  -5.90002  0.17559  0.001
H  1.75193  -4.78036  1.46712  -0.001
H  3.25630  -6.83815  1.30531  0.000
H  4.14516  -5.30956  1.12755  0.000
H  4.48692  -5.81200  -2.39997  0.000
H  4.84968  -4.68868  -1.07112  0.000
H  2.08672  -5.28124  -2.25331  0.001
H  2.98892  -3.75567  -2.42410  0.000

***

Record 2
Below is a cluster of 8 separate species, C33H34F36N9O24S12 in total at a distorted geometry, with properties calculated with ωB97M-V/def2-TZVPD.

For the frontier orbital gap, the calculation gives 4.4 eV. Its highest occupied orbital energy is -0.1204 Ha. For the calculated total energy, the calculation gives -11949.566767 hartree. As for the net charge: -3. The value obtained for the energy above the lowest of the compared OMol25 structures with the same formula, charge and spin is 0.0 kJ/mol.

Last column: Mulliken charge in e.
Atoms and positions in Å:
C  -1.08139  0.25068  -1.80154  -0.584
C  -0.12346  0.86524  -0.82875  1.680
C  -0.83421  1.93076  0.04532  -1.392
N  0.05660  2.56325  1.20881  1.054
C  -0.87555  3.39959  2.15371  -0.927
C  -0.26278  3.85530  3.52026  -0.905
C  0.44604  2.70636  4.20925  -0.773
C  1.36219  1.90912  3.28277  -0.588
C  0.70509  1.42208  2.04987  0.715
C  1.18478  3.48687  0.73896  -0.457
H  -0.52353  -0.22992  -2.60523  -0.008
H  -1.72187  0.97695  -2.30197  -0.155
H  -1.85875  -0.33643  -1.31256  0.207
H  0.76818  1.33149  -1.24791  -0.042
H  0.18111  0.01489  -0.21862  -0.397
H  -1.60493  1.33159  0.53016  0.016
H  -1.40075  2.72176  -0.44606  0.520
H  -1.82164  2.86533  2.24068  0.503
H  -1.15974  4.27438  1.56884  0.506
H  -1.05494  4.34963  4.08258  0.464
H  0.51574  4.61262  3.42818  0.389
H  -0.27036  2.05361  4.70801  0.013
H  1.15842  2.99825  4.98089  0.564
H  1.79428  1.05255  3.80016  0.730
H  2.25888  2.42444  2.93855  -0.308
H  -0.06094  0.72381  2.38709  -0.284
H  1.50101  0.93336  1.48795  0.043
H  2.04688  2.93504  0.36431  -0.050
H  1.43284  4.23583  1.49104  0.355
H  0.66805  4.04669  -0.04059  0.211
C  -6.88276  -4.20417  1.46841  -0.974
N  -5.49944  -4.24862  0.91076  0.227
C  -5.08083  -5.25919  0.09121  -0.675
C  -3.68552  -5.50865  -0.14091  -0.776
C  -2.75337  -4.52506  0.29486  0.738
C  -3.24719  -3.45273  1.07332  -0.136
C  -4.59367  -3.33115  1.40398  -0.730
C  -1.40042  -4.67954  -0.11098  1.869
C  -0.84741  -5.96254  -0.25830  -0.566
C  0.52629  -6.15325  -0.57808  -0.762
N  1.25514  -5.05989  -0.90203  0.536
C  0.79793  -3.84605  -0.68669  -1.140
C  -0.54763  -3.60199  -0.36440  -0.082
C  2.66375  -5.17091  -1.35509  -0.688
H  -7.56649  -4.51789  0.67961  0.341
H  -7.21663  -3.24240  1.85781  0.351
H  -6.87842  -4.94928  2.26395  0.384
H  -5.81523  -6.01113  -0.15708  0.387
H  -3.53996  -6.37589  -0.76789  0.334
H  -2.56852  -2.68189  1.40740  0.274
H  -4.92861  -2.71624  2.22625  0.520
H  -1.44424  -6.81933  0.01758  0.621
H  0.99555  -7.12591  -0.56582  0.494
H  1.50292  -3.03393  -0.78593  0.596
H  -0.87882  -2.61721  -0.06958  -0.027
H  3.41772  -4.76539  -0.68041  0.093
H  2.78159  -4.73114  -2.34545  0.269
H  3.01540  -6.20088  -1.29521  0.396
C  -0.49480  8.45273  -1.73967  0.494
F  -0.39634  8.87085  -2.92690  -0.202
F  -0.28451  9.46943  -0.88536  -0.249
F  -1.69005  8.00489  -1.47206  -0.224
S  0.84371  6.99369  -1.36018  0.978
O  2.09439  7.75464  -1.25245  -0.624
O  0.40044  6.33159  -0.14578  -0.557
N  0.63042  5.97865  -2.70561  -0.283
S  2.03033  5.51574  -2.96852  0.888
O  2.85188  6.46226  -3.84037  -0.713
O  2.65696  4.91867  -1.80416  -0.529
C  1.69592  3.98659  -4.10449  0.431
F  0.84126  3.23508  -3.46458  0.039
F  1.35090  4.32370  -5.31171  -0.224
F  2.90960  3.34691  -4.19898  -0.241
C  -2.00415  -7.65336  -5.09040  0.562
F  -2.31414  -7.76973  -6.35588  -0.216
F  -2.38247  -8.63066  -4.31834  -0.216
F  -0.72847  -7.73958  -5.05250  -0.255
S  -2.51180  -5.94145  -4.39172  0.966
O  -3.97297  -5.79418  -4.63456  -0.736
O  -2.11642  -6.18065  -3.01155  -0.352
N  -1.68589  -4.82529  -5.41233  -0.651
S  -0.98807  -3.89826  -4.43530  1.542
O  -1.83074  -3.32647  -3.34716  -0.648
O  0.28078  -4.46355  -3.96199  -0.761
C  -0.52851  -2.37644  -5.51214  0.341
F  -0.18482  -2.83564  -6.68545  -0.240
F  -1.56679  -1.63283  -5.66563  -0.198
F  0.47476  -1.69893  -4.92523  -0.105
C  -4.81639  -0.33929  4.73303  0.406
F  -5.34754  -0.85677  3.61451  -0.223
F  -5.24125  0.90930  4.83744  -0.177
F  -5.29409  -1.09692  5.76694  -0.224
S  -2.91886  -0.20809  4.71675  1.111
O  -2.52027  0.57071  3.52643  -0.530
O  -2.57025  0.31974  6.01559  -0.672
N  -2.43530  -1.84073  4.50984  -0.578
S  -1.02542  -1.72882  3.94048  0.737
O  -0.84558  -1.67402  2.50056  0.034
O  -0.09232  -0.88009  4.70313  -0.602
C  -0.37370  -3.56206  4.35607  0.333
F  -0.45221  -3.72505  5.69925  -0.228
F  -1.05152  -4.53079  3.76586  -0.254
F  0.86058  -3.73464  3.88973  -0.175
C  -4.40756  2.96489  -2.28727  0.597
F  -5.48934  3.28835  -1.57743  -0.240
F  -3.32432  3.58164  -1.86956  -0.169
F  -4.22944  1.64328  -2.22908  -0.172
S  -4.57563  3.41584  -4.20659  0.897
O  -5.60240  2.49506  -4.78523  -0.571
O  -5.03351  4.83866  -4.22378  -0.681
N  -2.87883  3.33735  -4.75977  -0.363
S  -2.92468  2.00447  -5.49106  1.066
O  -3.19071  0.86577  -4.61176  -0.534
O  -3.57750  2.02720  -6.79547  -0.694
C  -1.10569  1.68066  -5.96777  0.414
F  -0.47865  2.78767  -6.40492  -0.247
F  -0.47246  1.36240  -4.90323  -0.004
F  -0.92681  0.70351  -6.84396  -0.247
C  2.98179  -0.92346  -2.90157  0.401
F  2.86397  0.19497  -3.56746  -0.138
F  1.79358  -1.44047  -2.57653  -0.042
F  3.68744  -1.74137  -3.62461  -0.201
S  3.85307  -0.61405  -1.20325  0.459
O  5.25922  -0.34856  -1.50422  -0.678
O  3.25165  0.53525  -0.53061  -0.319
N  3.68789  -2.15210  -0.41764  -0.132
S  3.90125  -1.67518  1.02254  0.986
O  5.14837  -1.04386  1.44546  -0.699
O  2.66256  -1.08349  1.55688  -0.396
C  4.01445  -3.39910  1.89047  0.342
F  4.92024  -4.24005  1.40029  -0.244
F  4.23883  -3.12731  3.18270  -0.238
F  2.83345  -3.98643  1.90443  -0.148
C  5.08848  2.45936  2.60181  0.560
F  4.22159  2.63841  1.57382  -0.063
F  4.58238  1.56623  3.45721  -0.205
F  6.19578  1.94942  2.03233  -0.242
S  5.31094  4.12181  3.55812  1.053
O  6.03703  4.98789  2.63986  -0.676
O  4.00862  4.69030  3.96660  -0.531
N  6.37071  3.51056  4.81946  -0.380
S  6.11710  4.46688  5.99284  0.973
O  6.22789  5.90695  5.65649  -0.674
O  4.93346  4.18849  6.83603  -0.650
C  7.69363  4.11780  7.09292  0.550
F  7.63233  4.74952  8.26062  -0.212
F  7.67360  2.79841  7.38537  -0.239
F  8.76355  4.48272  6.36646  -0.218

***

Q: Which of these has the highest net charge?
A: C33H34ClMoN8O4P